{"formula": "C8H19B", "method": "ωB97M-V/def2-TZVPD", "elements": ["B", "C", "C", "C", "C", "C", "C", "C", "C", "H", "H", "H", "H", "H", "H", "H", "H", "H", "H", "H", "H", "H", "H", "H", "H", "H", "H", "H"], "positions_angstrom": [[-0.2756, -1.8465, 0.9457], [-0.0691, -0.3586, 0.6703], [-1.4716, 0.2566, -0.2355], [-2.1742, -0.7563, -1.1180], [-2.3152, 0.9600, 0.7800], [1.2680, 0.2108, 0.0423], [2.4590, -0.3877, 0.8411], [1.2431, 1.7453, -0.0183], [1.5259, -0.2715, -1.3455], [-1.4823, -2.2387, 1.1752], [0.5998, -2.6597, 0.9749], [-0.3320, 0.1675, 1.7160], [-1.0481, 1.0435, -0.9408], [-2.8547, -1.5595, -0.6101], [-1.3650, -1.3082, -1.5365], [-2.5199, -0.1914, -1.9630], [-2.4716, 0.3790, 1.6079], [-1.9011, 1.9164, 1.1282], [-3.2101, 1.1857, 0.2441], [2.6164, -1.3663, 0.5660], [3.3550, 0.1712, 0.5499], [2.2237, -0.0900, 1.8379], [0.9749, 2.1927, 0.9117], [2.3029, 2.2056, -0.2207], [0.5670, 2.1775, -0.7525], [1.4680, -1.3488, -1.3651], [0.7263, 0.3162, -1.8894], [2.4386, 0.0433, -1.7973]], "nbo_charge": [0.48, -0.63, -0.13, -0.65, -0.62, -0.04, -0.60, -0.61, -0.61, -0.08, -0.09, 0.27, 0.20, 0.22, 0.21, 0.22, 0.20, 0.21, 0.21, 0.21, 0.20, 0.21, 0.21, 0.21, 0.21, 0.21, 0.20, 0.22], "lumo_ev": 0.501, "homo_lumo_gap_ha": 0.3696, "total_charge": 0, "smiles": "B[C@H](C(C)C)C(C)(C)C"}